{
  "formula": "C5H8O",
  "method": "wB97M-V/def2-TZVPD",
  "symbols": ["H", "H", "H", "H", "C", "C", "H", "H", "H", "H", "C", "O", "C", "C"],
  "xyz": [[-0.1679, 0.9010, 1.3114], [-0.5627, -0.0526, -1.5607], [-1.9088, -1.3393, 0.1272], [-0.1673, 1.5651, -0.9981], [2.3155, -0.6146, -0.2826], [0.0173, 0.5005, -0.8086], [0.3673, -0.7265, 0.9240], [-1.8987, -0.8321, 1.8203], [2.9055, -0.0499, 0.4518], [-2.5085, 0.2717, 0.5764], [-1.7473, -0.4846, 0.7936], [2.2255, 0.5773, -1.9455], [-0.3387, 0.0662, 0.6216], [1.4690, 0.2177, -1.0308]],
  "forces_ev_per_angstrom": [[0.0, -0.1, -0.1], [0.1, 0.0, 0.1], [0.0, 0.1, 0.1], [0.0, -0.2, 0.0], [0.0, 0.2, -0.2], [0.0, 0.0, 0.0], [-0.1, 0.1, 0.0], [0.0, 0.1, -0.1], [0.0, 0.0, -0.1], [0.1, -0.1, 0.0], [-0.1, 0.0, 0.0], [-0.2, -0.1, 0.3], [0.1, 0.0, 0.1], [0.1, 0.1, -0.1]],
  "homo_ev": -9.42,
  "mol_weight_g_mol": 84.1,
  "spin_multiplicity": 1,
  "homo_lumo_gap_ha": 0.33262,
  "de_lowest_kj_mol": 389.83
}